[1]
Computed, not measured: an isolated molecule of C8H14OS, with wB97M-V/def2-TZVPD.

Values from the calculation:
Strongest force on any atom, hartree/bohr: 0.092
Net charge: 0
E_LUMO (spin up / spin down), eV: -0.568 / -0.237
Energy above the lowest of the compared OMol25 structures with the same formula, charge and spin, kJ/mol: 519.6
DFT total energy, Eh: -786.4416
SMILES: CC/C=C/C=S(=O)=C(C)C
HOMO-LUMO gap (spin up / spin down), eV: 7.55 / 7.53
M, g/mol: 158.27

```
24
Properties=species:S:1:pos:R:3:forces:R:3:mulliken_charge:R:1
C 3.1623 1.5868 -0.1240 -0.70 -3.33 1.27 -1.2182
C 1.7926 1.5845 -0.8123 -0.29 -0.37 1.25 -0.2080
C 0.9583 0.3777 -0.7397 2.15 -4.09 1.05 -0.5330
C 1.3788 -0.9620 -0.3934 1.00 0.82 0.15 0.2928
C 0.5665 -2.0747 -0.3675 -1.19 -0.53 0.63 -0.7967
S -1.2561 -1.9038 -0.6502 0.84 0.38 0.31 0.4093
O -1.8742 -3.0452 0.0809 0.03 0.20 0.02 -0.6201
C -1.6746 -0.2913 0.2598 -2.03 -0.89 1.21 0.4985
C -2.7473 0.5218 -0.4421 -0.26 -2.11 0.11 -1.4533
C -1.9927 -0.5817 1.7610 3.75 2.56 -0.81 -1.2768
H 3.8757 0.7899 -0.5086 -1.06 0.76 0.28 0.2674
H 3.0549 1.3913 0.9936 0.18 0.40 -1.37 0.2934
H 3.6357 2.4829 -0.2997 1.02 2.17 -0.14 0.4224
H 1.9213 1.8135 -1.8376 0.06 0.58 -1.26 0.2665
H 1.0998 2.3026 -0.3757 0.44 0.85 -0.04 0.2283
H -0.0489 0.3120 -0.9639 -1.72 1.13 -0.99 0.6783
H 2.4382 -1.1428 -0.0978 -0.74 0.24 -0.38 0.2232
H 0.8310 -3.1694 -0.0996 -0.33 2.16 -0.57 0.3140
H -2.8859 1.4463 0.0313 0.40 1.74 0.42 0.4067
H -3.7641 0.0840 -0.2298 0.81 -0.21 -0.49 0.3638
H -2.5816 0.5774 -1.5098 -0.14 0.30 -0.23 0.3795
H -2.5624 0.1754 2.3734 0.79 -0.61 -1.02 0.3471
H -0.9228 -0.7649 2.1318 -1.44 0.48 0.39 0.2974
H -2.4045 -1.5104 1.8197 -1.60 -2.64 0.22 0.4174
```
Positions in Å, forces in eV/Å.

***

[2]
Computed, not measured: an isolated molecule of C8H14P2, with wB97M-V/def2-TZVPD.

Values from the calculation:
Strongest force on any atom, hartree/bohr: 0.068
Net charge: 0
E_LUMO, eV: 0.331
Energy above the lowest of the compared OMol25 structures with the same formula, charge and spin, kJ/mol: 0.9
DFT total energy, Eh: -995.8201
SMILES: CC/P=C/C=C(\C#[PH2])CC
HOMO-LUMO gap, eV: 8.22
M, g/mol: 172.15

```
24
Properties=species:S:1:pos:R:3:forces:R:3:mulliken_charge:R:1
C -1.6364 -0.5003 1.6791 -0.11 0.00 -0.02 -0.8629
C -2.7402 0.1422 0.8518 0.22 0.18 -0.15 -0.5458
P -2.2132 0.8165 -0.8109 3.02 0.28 0.64 -0.0182
C -1.4934 -0.6986 -1.4930 -0.02 0.21 0.01 -0.6353
C -0.1644 -0.8519 -1.5455 -0.52 -0.53 -0.27 -0.4305
C 0.7492 0.1421 -1.0073 0.25 0.53 0.20 1.0821
C 0.2550 1.2222 -0.4125 -3.35 -0.81 -0.67 -0.4453
P 1.0070 2.6220 0.3629 0.41 0.14 0.05 -0.1890
C 2.2267 -0.1516 -1.0878 0.08 0.11 0.13 -0.9676
C 2.6810 -0.9201 0.1518 0.07 0.01 -0.14 -0.9780
H -2.0587 -0.9729 2.5636 0.02 -0.08 0.13 0.3812
H -1.1085 -1.2559 1.1005 0.04 -0.05 0.01 0.2469
H -0.9128 0.2464 1.9948 0.07 0.04 0.04 0.1612
H -3.1951 0.9709 1.4014 -0.06 -0.06 -0.08 0.3947
H -3.5316 -0.5878 0.6443 -0.03 0.11 -0.03 0.3574
H -2.1581 -1.4485 -1.9031 0.04 -0.15 -0.05 0.4325
H 0.2738 -1.7376 -1.9906 0.00 -0.10 -0.10 0.3003
H 0.2024 2.6333 1.5085 -0.11 0.00 0.37 0.0061
H 0.2222 3.6015 -0.2527 -0.09 0.32 -0.18 0.0333
H 2.4351 -0.7387 -1.9860 0.02 0.10 -0.01 0.3489
H 2.7801 0.7891 -1.1508 0.00 -0.12 -0.08 0.3884
H 2.5137 -0.3148 1.0415 0.00 -0.03 0.07 0.2683
H 3.7418 -1.1562 0.0840 0.05 -0.06 0.06 0.3625
H 2.1243 -1.8514 0.2558 -0.01 -0.05 0.06 0.3085
```
Positions in Å, forces in eV/Å.

***

[3]
Computed, not measured: a structure of composition C8H15AgCl6O4, with wB97M-V/def2-TZVPD.

Values from the calculation:
Strongest force on any atom, hartree/bohr: 0.156
Net charge: 0
E_LUMO (spin up / spin down), eV: 0.201 / -2.037
⟨S²⟩: 2.01
2S+1: 3
DFT total energy, Eh: -3522.6515
HOMO-LUMO gap (spin up / spin down), eV: 8.73 / 6.05
M, g/mol: 495.79

```
34
Properties=species:S:1:pos:R:3:forces:R:3:lowdin_spin:R:1
Ag 0.1787 -0.6294 -0.7187 -0.56 -0.26 -0.23 0.0222
C -0.0725 -1.1629 -4.0974 -0.27 -0.41 0.74 0.0865
O 0.6513 -0.7784 -2.9751 -0.09 -0.31 -0.98 0.8161
H -0.9342 -1.7813 -3.8461 -0.27 0.15 0.08 -0.0024
H -0.3735 -0.2664 -4.6394 0.00 0.27 -0.08 0.0365
H 0.5143 -1.7524 -4.8017 0.63 0.14 0.01 0.0328
C 2.8681 -0.8604 -0.3287 -5.99 -2.81 -3.32 -0.0097
O 3.2759 -1.5247 -1.2730 4.88 -2.76 -0.53 0.2883
O 1.9319 -1.2666 0.4196 1.11 -2.48 5.31 0.2016
O 2.4229 0.1840 -0.8224 1.18 7.88 -1.12 0.5252
Cl 1.8952 2.2088 -3.6559 -0.17 -0.37 0.05 0.0005
C 0.6166 3.3928 -3.2975 0.49 0.06 0.58 -0.0001
C -0.7367 2.7823 -2.9029 -0.07 0.50 -1.50 -0.0002
Cl -0.7477 1.7421 -1.4882 0.06 0.44 0.53 0.0063
H 0.6392 4.0429 -4.1721 -0.89 -0.13 0.00 0.0000
H 1.0226 4.0042 -2.4917 -0.22 -0.12 0.19 0.0000
H -1.1713 2.1750 -3.6969 0.31 0.05 -0.17 0.0001
H -1.4681 3.5708 -2.7257 0.20 0.13 0.17 0.0002
Cl -1.1301 -2.8264 0.5280 -0.64 -0.17 0.83 -0.0009
C -1.7846 -2.8975 2.2466 1.15 0.05 0.59 -0.0001
C -0.6461 -3.4365 3.1880 -1.23 -0.71 -1.06 0.0000
Cl -0.4456 -5.2311 2.8008 0.24 1.05 0.24 0.0000
H -2.6972 -3.4936 2.2436 0.39 -0.27 -0.11 0.0000
H -2.0699 -1.8906 2.5513 0.28 0.09 -0.21 0.0000
H -0.9036 -3.4296 4.2471 -0.26 0.23 -0.21 0.0000
H 0.2751 -2.8751 3.0322 0.02 -0.35 -0.20 -0.0001
Cl -0.7412 0.4412 1.5581 -0.07 0.70 0.97 -0.0023
C -0.0170 1.7210 2.6397 0.66 -0.31 -0.50 -0.0002
C -0.3319 1.4824 4.0936 0.01 1.57 -0.45 0.0000
Cl 0.4784 0.0507 4.6951 -0.35 -0.56 0.21 -0.0001
H -0.3128 2.6968 2.2544 -0.46 -0.16 0.21 0.0000
H 1.0682 1.6915 2.5416 -0.06 -0.38 -0.39 -0.0002
H -1.3990 1.6030 4.2802 0.01 -0.85 0.25 0.0000
H 0.1444 2.3136 4.6135 -0.02 0.08 0.10 0.0000
```
Positions in Å, forces in eV/Å.

***

[4]
Computed, not measured: a structure of composition C8H15AlNO3, with wB97M-V/def2-TZVPD.

Values from the calculation:
Strongest force on any atom, hartree/bohr: 0.043
Net charge: +3
E_LUMO, eV: -17.629
DFT total energy, Eh: -835.2967
HOMO-LUMO gap, eV: 2.46
M, g/mol: 200.19

```
28
Properties=species:S:1:pos:R:3:forces:R:3:mulliken_charge:R:1
C -1.4962 -4.3033 0.2052 0.14 0.19 -0.19 -0.8934
C -0.1505 -3.7656 -0.2240 0.20 -0.11 0.55 0.2537
N 0.8735 -4.4968 -0.1494 -0.19 0.44 -0.65 -0.3921
C -0.0153 -2.3251 -0.7546 0.47 0.31 0.48 -0.2834
O -0.7341 -1.4642 0.1237 0.19 0.09 -0.11 -0.2230
C -0.5940 -0.1329 0.0007 -0.61 -0.31 -0.80 0.6404
O -1.2798 0.4642 -0.7993 0.28 0.24 0.35 -0.3810
O 0.2714 0.4075 0.8184 -0.08 0.27 0.55 -0.2852
C -0.0317 1.7968 1.0916 0.01 0.15 -0.12 -0.6943
C 0.8630 2.7513 0.4151 0.75 -1.96 0.64 0.4444
C 0.1654 3.3966 -0.8956 -0.64 1.67 0.19 -1.0515
C 1.1448 4.1909 1.1385 -0.06 1.25 -1.27 -1.1243
H -2.3097 -3.5983 0.0756 -0.06 0.12 0.11 0.3441
H -1.7287 -5.2201 -0.3415 -0.08 -0.18 0.04 0.3730
H -1.4058 -4.6258 1.2407 -0.12 0.08 0.16 0.3419
H 1.7698 -4.0970 -0.4454 0.13 -0.17 0.27 0.2829
H 1.0376 -2.0375 -0.7654 0.10 0.01 0.02 0.3994
H -0.3774 -2.2171 -1.7849 -0.37 -0.15 0.01 0.2500
H 0.1547 1.9283 2.1723 -0.12 -0.07 0.17 0.4628
H -1.0941 2.0269 0.9549 -0.13 -0.26 -0.03 0.4893
H 1.8349 2.2997 0.2407 0.13 0.03 -0.16 0.5209
H 0.5831 2.6740 -1.6477 0.59 -0.41 0.51 0.3633
H 0.4986 4.4006 -1.1429 0.03 -0.01 -0.51 0.5187
H -0.9137 3.3545 -0.8071 -0.09 0.04 0.29 0.4225
H 0.3363 4.9089 1.0497 -0.14 0.06 0.33 0.4655
H 1.3134 3.8815 2.1858 -0.26 -0.58 0.08 0.3592
H 2.0549 4.5957 0.7099 0.04 -0.01 -0.15 0.4612
Al -0.7701 -4.7937 -2.6648 -0.13 -0.73 -0.78 0.9350
```
Positions in Å, forces in eV/Å.